1.
C33H51F5N6OPRhS3Si2Te | ωB97M-V with the def2-TZVPD basis set

Properties
- energy relative to the best compared isomer or geometry (same formula, charge and spin) (kJ/mol) = 15.6
- highest occupied orbital energy (eV) = -2.1
- gap between HOMO and LUMO (eV) = 6.29

```
! RIJCOSX wB97M-V def2-TZVPD def2/J DEFGRID3
* xyz -2 1
Rh 0.08 1.52 0.20
C 2.83 1.43 2.53
Si 1.27 2.37 1.98
C 0.28 2.68 3.57
C 2.06 4.05 1.52
C 2.81 4.83 2.40
C 3.45 5.98 1.97
C 3.35 6.37 0.64
C 2.60 5.60 -0.24
C 1.95 4.44 0.18
Si 0.89 3.34 -0.96
C 2.06 2.86 -2.37
C -0.42 4.52 -1.64
H 3.04 1.59 3.59
H 3.69 1.79 1.96
H 2.74 0.36 2.34
H 0.71 3.53 4.11
H 0.32 1.81 4.23
H -0.77 2.90 3.35
H 2.91 4.52 3.44
H 4.03 6.58 2.67
H 3.85 7.27 0.30
H 2.53 5.92 -1.28
H 2.48 3.77 -2.82
H 1.54 2.29 -3.14
H 2.89 2.27 -1.98
H 0.02 5.51 -1.83
H -1.23 4.63 -0.92
H -0.84 4.14 -2.57
S -6.01 2.52 -4.42
C -4.69 1.78 -3.69
S -3.11 2.47 -3.68
C -2.47 1.12 -2.75
N -3.39 0.23 -2.50
N -4.62 0.62 -3.01
C -5.69 -0.26 -2.66
C -6.75 -0.50 -3.52
C -7.75 -1.38 -3.13
C -7.69 -2.03 -1.90
C -6.62 -1.78 -1.06
C -5.61 -0.91 -1.43
S -0.82 1.00 -2.32
H -6.80 0.00 -4.47
H -8.58 -1.57 -3.80
H -8.48 -2.71 -1.60
H -6.56 -2.27 -0.09
H -4.77 -0.70 -0.78
N 1.10 -0.21 0.32
P 1.36 -1.68 0.48
N 0.97 -2.32 2.01
C 0.26 -3.59 2.16
C -1.25 -3.41 2.09
C -1.72 -2.43 3.16
C -0.93 -1.13 3.06
C 0.58 -1.39 3.06
N 0.62 -2.76 -0.61
C -0.56 -2.38 -1.36
C -0.27 -2.35 -2.85
C 0.26 -3.70 -3.32
C 1.47 -4.12 -2.49
C 1.15 -4.05 -0.99
N 2.98 -2.17 0.30
C 3.69 -1.59 -0.83
C 4.71 -0.56 -0.36
C 5.67 -1.19 0.65
C 4.90 -1.82 1.80
C 3.83 -2.79 1.28
H 0.53 -4.00 3.15
H 0.61 -4.31 1.42
H -1.75 -4.38 2.20
H -1.51 -3.02 1.10
H -1.56 -2.88 4.15
H -2.79 -2.23 3.06
H -1.19 -0.45 3.87
H -1.18 -0.63 2.12
H 0.88 -1.81 4.03
H 1.11 -0.45 2.92
H -0.92 -1.41 -1.02
H -1.36 -3.12 -1.18
H 0.48 -1.57 -3.03
H -1.17 -2.05 -3.40
H 0.51 -3.68 -4.38
H -0.53 -4.46 -3.20
H 2.31 -3.45 -2.70
H 1.78 -5.13 -2.74
H 2.05 -4.26 -0.41
H 0.42 -4.84 -0.76
H 2.97 -1.13 -1.50
H 4.21 -2.39 -1.38
H 4.16 0.27 0.10
H 5.26 -0.16 -1.22
H 6.38 -0.45 1.02
H 6.25 -1.97 0.14
H 4.41 -1.04 2.39
H 5.58 -2.35 2.48
H 3.22 -3.16 2.10
H 4.35 -3.65 0.82
F -3.76 3.92 1.46
Te -3.16 2.18 1.11
F -2.92 0.38 0.69
F -4.88 1.62 1.54
F -2.90 2.01 2.95
F -3.89 2.42 -0.59
O -1.51 2.77 0.69
*
```

Atomic partial charges in e from the Mulliken method, atoms 1 to 8: 1.636, -0.296, 1.574, -1.225, 0.336, -0.516, -0.686, -0.690



2.
C4H3NS | ωB97M-V with the def2-TZVPD basis set

Properties
- energy relative to the best compared isomer or geometry (same formula, charge and spin) (kJ/mol) = 7.7
- highest occupied orbital energy (eV) = -9.3
- SMILES = C=C(C#N)C=S
- gap between HOMO and LUMO (eV) = 8.01

```
! RIJCOSX wB97M-V def2-TZVPD def2/J DEFGRID3
* xyz 0 1
C -1.01 -0.89 -0.01
C -0.11 0.10 0.00
C 1.34 -0.20 0.01
C -0.56 1.47 0.00
H -0.70 -1.93 -0.04
H -2.08 -0.73 0.04
H 1.55 -1.26 0.02
N -0.96 2.56 0.00
S 2.52 0.90 0.00
*
```

Atomic partial charges in e from the natural (NBO) method, atoms 1 to 8: -0.231, -0.224, -0.295, 0.259, 0.206, 0.222, 0.204, -0.271



3.
C33H72F12N3O15PS4 | ωB97M-V with the def2-TZVPD basis set

Properties
- energy relative to the best compared isomer or geometry (same formula, charge and spin) (kJ/mol) = 0.0
- highest occupied orbital energy (eV) = -7.4
- gap between HOMO and LUMO (eV) = 5.82

```
! RIJCOSX wB97M-V def2-TZVPD def2/J DEFGRID3
* xyz 0 1
C -2.13 3.27 5.53
C -1.72 3.75 6.90
O -0.88 3.23 7.54
N -2.33 5.02 7.41
H -3.34 5.09 7.25
H -2.26 5.09 8.43
C -1.63 6.28 6.93
H -1.44 2.49 5.25
H -2.09 4.09 4.81
H -3.13 2.82 5.58
H -1.66 6.31 5.85
H -0.60 6.40 7.27
H -2.21 7.09 7.37
C -8.70 4.12 -0.67
N -8.09 3.54 0.60
C -6.72 4.16 0.78
C -8.88 3.77 1.84
C -7.94 2.05 0.46
C -7.00 1.57 -0.65
O -5.69 1.51 -0.17
H -8.52 3.42 -1.48
H -8.26 5.09 -0.86
H -9.77 4.19 -0.47
H -6.26 3.80 1.69
H -6.92 5.22 0.70
H -6.07 3.83 -0.04
H -8.96 4.84 2.03
H -8.46 3.25 2.70
H -9.89 3.38 1.70
H -8.91 1.60 0.25
H -7.48 1.64 1.36
H -7.07 2.22 -1.52
H -7.34 0.59 -0.99
H -5.05 1.50 -0.93
C -1.10 0.90 2.12
N -1.78 0.71 0.75
C -3.13 0.15 1.01
C -1.83 2.12 0.23
C -0.95 -0.21 -0.08
C 0.15 0.45 -0.88
O 1.07 1.11 -0.02
H -1.58 1.79 2.52
H -0.04 1.10 1.96
H -1.27 -0.04 2.63
H -3.20 -0.66 1.73
H -3.60 -0.10 0.06
H -3.77 0.96 1.38
H -0.84 2.55 0.21
H -2.53 2.72 0.81
H -2.22 2.02 -0.78
H -1.60 -0.79 -0.75
H -0.45 -0.98 0.50
H -0.26 1.18 -1.58
H 0.71 -0.30 -1.44
H 1.95 0.70 -0.11
C 6.95 -4.12 -6.75
C 5.88 -4.96 -6.01
C 5.11 -4.33 -4.86
C 5.97 -3.83 -3.70
P 5.02 -3.10 -2.30
C 3.30 -3.73 -2.16
C 2.60 -3.27 -0.89
C 1.61 -4.32 -0.38
C 0.71 -3.83 0.73
C 6.08 -3.36 -0.78
C 6.28 -4.82 -0.40
C 6.39 -5.05 1.10
C 6.69 -6.53 1.43
C 5.00 -1.28 -2.43
C 4.15 -0.82 -3.63
C 4.25 0.68 -3.83
C 3.87 1.62 -2.69
H 7.79 -3.92 -6.10
H 6.48 -3.27 -7.24
H 7.28 -4.77 -7.56
H 6.26 -5.93 -5.67
H 5.13 -5.28 -6.74
H 4.39 -5.06 -4.48
H 4.56 -3.49 -5.28
H 6.56 -2.98 -4.06
H 6.76 -4.46 -3.30
H 3.39 -4.82 -2.17
H 2.82 -3.44 -3.10
H 2.25 -2.24 -0.90
H 3.34 -3.29 -0.09
H 2.15 -5.18 0.04
H 1.03 -4.81 -1.17
H 0.14 -2.98 0.36
H 1.25 -3.45 1.61
H 0.00 -4.53 1.16
H 5.54 -2.83 0.02
H 6.98 -2.81 -1.04
H 7.24 -5.09 -0.87
H 5.46 -5.39 -0.84
H 5.49 -4.71 1.62
H 7.22 -4.41 1.41
H 5.79 -7.12 1.34
H 7.14 -6.54 2.42
H 7.48 -6.88 0.76
H 6.03 -0.96 -2.59
H 4.65 -0.88 -1.48
H 3.10 -1.14 -3.61
H 4.55 -1.30 -4.53
H 3.79 0.91 -4.79
H 5.29 1.01 -3.88
H 2.91 1.30 -2.27
H 3.80 2.66 -3.00
H 4.55 1.53 -1.84
C -6.41 -1.98 0.43
F -5.82 -1.39 1.49
F -7.71 -1.69 0.31
F -5.80 -1.52 -0.67
S -6.16 -3.86 0.58
O -4.77 -3.92 1.03
O -7.13 -4.24 1.57
O -6.37 -4.37 -0.77
C -3.13 2.70 -3.84
F -4.31 3.20 -4.26
F -2.19 2.81 -4.76
F -2.85 3.45 -2.75
S -3.32 0.86 -3.41
O -4.10 0.29 -4.50
O -1.98 0.32 -3.20
O -4.07 0.93 -2.17
C 4.33 0.94 2.51
F 5.64 0.99 2.83
F 3.64 0.79 3.63
F 4.11 2.10 1.90
S 4.13 -0.59 1.40
O 3.47 -0.09 0.19
O 5.51 -0.95 1.11
O 3.42 -1.61 2.12
C 1.65 4.12 2.45
F 1.75 4.18 1.14
F 1.46 2.85 2.80
F 2.74 4.61 3.01
S 0.13 5.10 3.05
O 0.23 6.37 2.38
O -1.06 4.35 2.60
O 0.25 5.20 4.50
*
```

Atomic partial charges in e from the Mulliken method, atoms 1 to 8: -0.806, 0.335, -0.438, -0.107, 0.399, 0.402, -0.809, 0.217



4.
C4H9NO3 | ωB97M-V with the def2-TZVPD basis set

Properties
- energy relative to the best compared isomer or geometry (same formula, charge and spin) (kJ/mol) = 725.5
- highest occupied orbital energy (eV) = -9.0
- gap between HOMO and LUMO (eV) = 9.49

```
! RIJCOSX wB97M-V def2-TZVPD def2/J DEFGRID3
* xyz 0 1
C 1.17 0.61 -0.35
C -0.01 -0.14 -0.12
C -0.02 -1.43 0.34
C -0.90 -0.60 1.10
H -0.09 2.28 -0.22
H 1.16 2.70 -1.33
H 1.88 0.00 -0.83
H 1.80 0.79 0.52
H -0.45 0.84 -1.66
H -0.48 -2.15 -0.14
H 0.79 -2.20 1.62
H -1.21 -0.04 2.11
H -2.35 0.26 -0.22
N 0.62 1.87 -1.01
O -0.89 -0.12 -1.18
O 1.25 -1.98 0.83
O -2.26 -0.69 0.54
*
```

Atomic partial charges in e from the natural (NBO) method, atoms 1 to 8: -0.244, 0.132, 0.041, -0.026, 0.380, 0.405, 0.229, 0.217